[1]
Formula: C31H40BiN6O3Si
Source: the Open Molecules 2025 dataset
Level of theory: ωB97M-V/def2-TZVPD

XYZ file:
```
82
Properties=species:S:1:pos:R:3:forces:R:3
Bi 0.185 0.752 -0.779 -0.3787 -0.0234 -0.6276
C 1.311 -2.462 -1.382 -0.2113 -0.2699 0.0459
C -0.039 -2.477 -0.672 0.1466 -0.4942 -0.4448
N -0.113 -1.388 0.298 -0.1666 0.3373 -0.0422
C 0.735 -1.583 1.466 -0.0371 -0.1199 0.4461
C 2.122 -1.029 1.271 0.2504 -0.3239 0.5297
C 3.192 -1.543 1.992 -0.0217 0.1258 -0.1916
C 4.459 -1.057 1.721 -0.1780 0.0245 -0.0389
C 4.615 -0.092 0.743 -0.2067 0.0763 -0.0095
C 3.487 0.407 0.100 0.6951 -0.1576 0.2349
C 3.621 1.494 -0.930 0.2618 0.2072 0.0813
N 2.622 1.431 -1.976 -0.1870 0.2534 0.0727
C 2.907 0.504 -3.056 0.2392 -0.3932 -0.1523
C 2.785 -0.947 -2.599 0.1974 0.1088 -0.1942
N 1.478 -1.171 -2.019 0.0226 0.1044 -0.3879
N 2.278 -0.052 0.393 -0.3417 0.2791 -0.0642
H 1.350 -3.289 -2.106 -0.0029 0.0572 0.1380
H 2.133 -2.611 -0.674 -0.0357 -0.0383 -0.0758
H -0.200 -3.444 -0.181 0.0122 0.0874 0.0111
H -0.823 -2.299 -1.410 0.0559 -0.1891 0.1968
H -1.086 -1.256 0.584 0.1554 -0.3041 0.1130
H 0.812 -2.651 1.706 -0.0186 0.1053 -0.0386
H 0.274 -1.097 2.331 0.0408 -0.1102 -0.0733
H 3.037 -2.315 2.727 -0.0506 -0.1381 0.0690
H 5.315 -1.449 2.245 0.1485 -0.0472 0.0946
H 5.595 0.272 0.484 0.1309 0.0872 -0.0764
H 4.642 1.471 -1.338 -0.0495 0.0009 0.0745
H 3.493 2.436 -0.396 0.0601 0.0762 -0.0752
H 2.472 2.356 -2.355 0.0420 0.0781 -0.0165
H 3.916 0.656 -3.465 -0.0897 0.0063 -0.0803
H 2.177 0.685 -3.845 0.0328 0.0268 -0.1221
H 3.543 -1.172 -1.844 0.0197 -0.0504 -0.0704
H 2.976 -1.603 -3.463 0.0239 0.0703 0.1671
H 0.747 -1.052 -2.715 -0.0053 -0.1307 -0.0978
C 1.030 4.403 -0.015 -0.0750 0.3606 -0.1776
O 1.349 3.092 0.437 -0.0649 -0.3251 0.2938
C 1.365 2.893 1.805 -0.1119 -0.2663 0.3603
C 2.148 3.669 2.649 -0.0365 0.0699 -0.1724
C 2.159 3.445 4.015 0.0277 -0.0388 -0.0515
C 1.397 2.418 4.548 0.0502 -0.0246 -0.0059
C 0.609 1.647 3.722 0.0827 -0.0236 -0.1201
C 0.560 1.876 2.343 0.6246 0.5863 0.8536
N -0.331 1.187 1.527 -1.4288 -0.4906 -0.2005
N -1.273 0.593 2.184 0.8625 0.7562 0.1990
C -2.318 0.026 1.597 -0.1849 0.1183 -0.6249
C -2.762 0.380 0.270 0.1783 0.5008 0.3073
O -2.126 1.206 -0.454 -0.0728 -0.1393 0.3124
C -3.996 -0.191 -0.172 -0.2637 -0.3258 -0.1991
C -4.683 -1.089 0.573 0.1435 0.3334 -0.3194
C -4.282 -1.438 1.895 0.3617 -0.0269 0.4353
C -5.002 -2.356 2.676 0.0480 0.0170 0.0508
C -4.598 -2.658 3.955 -0.1298 -0.0623 -0.0325
C -3.475 -2.031 4.497 0.0300 0.0295 -0.0929
C -2.738 -1.154 3.737 -0.0240 -0.0229 0.1432
C -3.118 -0.844 2.426 -0.3706 -0.3568 0.1580
H 0.431 4.942 0.718 -0.0313 -0.0645 0.0375
H 0.444 4.278 -0.926 0.0199 0.1214 -0.0485
H 1.928 4.988 -0.235 -0.0326 -0.1428 0.0439
H 2.730 4.479 2.237 0.1084 0.0679 -0.1179
H 2.760 4.063 4.661 0.0878 0.1016 0.0220
H 1.404 2.224 5.608 0.0225 0.0037 0.1315
H -0.018 0.872 4.134 -0.0209 -0.0028 0.0309
H -4.305 0.062 -1.173 -0.1231 0.0524 -0.0880
H -5.565 -1.557 0.162 -0.1403 -0.0350 -0.0322
H -5.885 -2.820 2.262 -0.0862 -0.0520 -0.0744
H -5.147 -3.379 4.541 -0.0873 -0.0055 0.0482
H -3.187 -2.237 5.518 0.0561 -0.0358 0.0428
H -1.863 -0.674 4.145 0.0725 -0.0087 0.0910
C -2.726 -2.013 -3.672 0.2713 0.7788 -0.1583
Si -1.869 -0.306 -3.557 -0.6922 -0.4264 -1.2059
C -0.640 -0.071 -5.009 -0.4622 -0.1478 0.5954
C -3.165 1.070 -3.774 0.4814 -0.4717 0.3135
O -1.039 -0.362 -2.184 0.3709 0.2860 0.2129
H -3.377 -2.048 -4.538 -0.1948 -0.0846 -0.2310
H -3.337 -2.207 -2.794 -0.1002 0.0563 0.1893
H -2.017 -2.831 -3.764 0.2073 -0.0965 -0.0188
H -1.153 -0.201 -5.954 -0.1224 -0.0119 -0.2961
H 0.184 -0.780 -4.993 0.1636 -0.2389 0.0269
H -0.214 0.929 -5.007 0.0375 0.2480 0.0305
H -3.744 0.914 -4.680 -0.0182 -0.1045 -0.2224
H -2.696 2.046 -3.849 0.1288 0.1991 -0.0059
H -3.865 1.114 -2.948 -0.1167 0.0227 0.1711
```
Positions in Å, forces in eV/Å.

Results
Total energy = -2263.52401 Eh
Total charge = +1
Maximum force = 0.030 hartree/bohr
Orbital gap = 6.7 eV
LUMO energy = -3.3 eV


[2]
Formula: C31H40Br2CaCl2F8IN5NaO8
Source: the Open Molecules 2025 dataset
Level of theory: ωB97M-V/def2-TZVPD

XYZ file:
```
99
Properties=species:S:1:pos:R:3:forces:R:3
C 0.730 -0.307 0.599 -0.1086 -0.1014 -0.5699
C 0.268 -0.902 -0.731 0.1363 -0.3311 0.6663
I -1.898 -0.804 -0.929 -0.0052 0.2229 0.0280
C 0.781 -2.338 -1.009 0.1775 0.0705 -0.8714
N 1.808 -2.299 -2.014 0.4998 -0.8736 -0.7343
C 3.065 -2.077 -1.495 -1.4013 1.6227 1.2800
Br 4.232 -1.156 -2.811 -0.0844 0.9295 2.4618
C 3.696 -3.360 -0.983 -0.9921 -0.7827 -2.0542
C 4.405 -4.214 -2.038 -0.0586 -0.6153 0.9632
Br 4.864 -2.911 0.623 -0.6677 -0.6028 0.7071
H 0.917 -1.098 1.308 -0.0386 -0.1684 0.3505
H 1.671 0.198 0.399 0.3441 0.1392 0.2577
H 0.029 0.402 1.015 -0.1333 0.2464 0.1662
H 0.656 -0.323 -1.551 -0.3172 0.2379 -0.4671
H -0.031 -2.916 -1.425 -0.3019 -0.2701 0.0745
H 1.078 -2.838 -0.082 -0.1810 0.0561 0.4283
H 2.988 -1.394 -0.635 0.6058 0.2345 0.3490
H 2.863 -3.970 -0.588 0.1199 0.9607 0.2535
H 3.956 -5.205 -2.044 -0.1490 -0.3008 -0.1144
H 4.306 -3.819 -3.042 0.1512 0.3720 -0.2823
H 5.433 -4.375 -1.750 0.4721 0.1873 -0.3267
Na 3.313 -5.536 0.668 -0.8334 -0.3423 0.4909
C -1.824 -5.019 0.180 -0.4300 -0.3285 0.0596
C -1.095 -5.967 1.159 -0.3742 0.5153 -0.6434
O 0.195 -5.590 1.333 0.8938 -0.3691 0.2009
H -1.348 -5.025 -0.802 0.1275 0.0132 0.0212
H -2.871 -5.331 0.044 0.0467 0.0403 -0.0053
H -1.832 -3.995 0.557 0.1244 0.0339 0.0410
H -1.258 -6.993 0.742 0.3193 -0.0364 0.0111
H -1.731 -5.983 2.080 0.3362 0.0726 0.1668
Ca 7.398 -1.989 0.501 1.0675 0.4955 -0.1472
N 1.853 -9.745 0.689 -2.0168 -1.4475 0.8142
O 1.359 -10.424 -0.165 0.6335 0.4400 -0.4272
O 2.893 -8.895 0.417 0.9060 -0.1158 -2.5956
O 1.510 -9.737 1.847 0.9270 0.7286 -0.1568
C -1.070 10.680 -0.382 0.0123 -0.1598 -0.0859
N -0.591 9.317 -0.656 0.0776 -0.0225 0.1736
C -0.861 8.764 -1.851 -0.2757 0.6155 0.0005
C -0.405 7.517 -2.158 0.3430 -1.1126 -0.5475
C 0.355 6.795 -1.248 -0.2151 0.5294 0.3146
C 0.603 7.390 0.001 0.1850 -0.1902 -0.0512
C 0.122 8.638 0.272 -0.0311 0.0198 -0.0666
C 0.912 5.474 -1.561 0.0535 -0.3575 -0.0648
C 2.288 5.268 -1.469 -0.1178 0.3622 0.2365
C 2.815 4.033 -1.703 -0.0252 -0.2222 -0.0329
N 2.026 2.994 -2.024 -0.0096 0.1083 -0.1834
C 0.692 3.159 -2.151 0.2239 -0.0186 0.0684
C 0.115 4.384 -1.928 -0.0927 0.3040 -0.0384
C 2.640 1.661 -2.203 -0.0205 -0.0907 0.1354
H -2.149 10.701 -0.511 -0.0149 0.0783 -0.0196
H -0.590 11.359 -1.082 -0.0628 0.0891 -0.0044
H -0.813 10.956 0.634 0.0111 -0.0103 0.0424
H -1.442 9.335 -2.567 -0.0977 -0.2275 -0.1376
H -0.651 7.138 -3.149 -0.2547 0.3046 -0.0619
H 1.168 6.873 0.764 0.0028 -0.0244 0.0362
H 0.296 9.123 1.219 -0.0762 0.0921 0.0136
H 2.955 6.078 -1.211 0.0110 0.0377 -0.0005
H 3.874 3.842 -1.631 0.0345 -0.1284 -0.0445
H 0.113 2.284 -2.415 0.0490 -0.0984 0.0080
H -0.958 4.480 -2.016 -0.0455 0.0342 -0.0143
H 2.425 1.252 -3.186 -0.0798 0.0034 -0.0158
H 2.238 1.017 -1.426 0.1006 -0.1955 -0.1323
H 3.710 1.762 -2.074 0.0592 -0.1284 -0.0450
C 1.146 -10.146 7.168 -0.0119 -0.0181 0.0162
C 0.696 -9.768 5.912 0.0368 -0.0601 0.1558
C 1.477 -8.954 5.111 -0.2710 0.0132 -0.3068
C 2.704 -8.534 5.585 -0.1013 -0.1121 0.1055
C 3.166 -8.894 6.834 0.2469 0.0061 0.2349
C 2.379 -9.706 7.630 -0.1291 -0.0644 -0.0186
N 3.538 -7.690 4.722 0.0774 0.0475 0.0284
O 3.074 -7.388 3.643 0.1998 0.1684 -0.1945
O 4.634 -7.351 5.134 -0.1476 -0.0374 -0.0674
H 0.535 -10.787 7.789 -0.0190 -0.0085 0.0219
H -0.264 -10.110 5.553 -0.0346 0.0137 -0.0447
H 1.129 -8.659 4.131 0.1170 0.0816 -0.0179
H 4.126 -8.553 7.190 0.0618 0.0828 -0.1182
H 2.727 -9.999 8.610 0.0299 0.0066 0.0281
C -5.368 5.674 -2.297 0.2883 0.5305 -0.3589
C -6.806 5.199 -2.594 0.5855 -0.5208 0.2034
C -7.915 5.621 -1.623 -0.3043 0.2033 -0.1065
F -7.706 5.165 -0.372 0.1492 -0.0294 -0.0193
F -9.094 5.108 -2.050 0.0363 -0.0100 -0.0712
F -6.805 3.860 -2.748 -0.1666 -0.1115 0.0317
F -7.142 5.736 -3.797 -0.1179 0.2712 0.0459
O -4.475 4.778 -1.646 -0.4032 -0.3971 0.3231
C -4.446 4.650 -0.280 -0.1977 0.6030 -0.7798
C -4.896 3.253 0.146 -0.0822 -0.6444 0.2074
F -6.131 2.984 -0.319 0.0013 0.1779 -0.0091
F -4.942 3.165 1.496 0.1419 0.2197 0.0606
F -5.151 5.630 0.319 -0.0532 -0.1519 0.2068
F -3.158 4.813 0.107 0.2082 -0.1307 0.1458
H -4.917 5.813 -3.278 0.0339 0.0386 -0.0321
H -5.359 6.657 -1.826 -0.1283 -0.0493 0.1067
H -8.006 6.711 -1.594 0.0721 -0.0266 -0.0242
H -4.213 2.493 -0.237 0.1470 0.0823 -0.0389
Cl 4.590 -2.453 -5.075 0.5622 -1.2305 -2.5065
O -2.445 7.710 -4.207 0.4418 -0.1383 0.7703
H -2.295 6.765 -4.051 -0.3104 0.1304 -0.2724
Cl 3.406 -9.129 -1.441 -0.4983 0.5394 2.4153
```
Positions in Å, forces in eV/Å.

Results
Total energy = -10085.22097 Eh
Total charge = -1
Maximum force = 0.055 hartree/bohr
Orbital gap = 1.4 eV
LUMO energy = -1.3 eV


Number 2 is which compound?
C31H40Br2CaCl2F8IN5NaO8


Number 2 is which compound?
C31H40Br2CaCl2F8IN5NaO8


What is the orbital gap in the first record?
6.7 eV